53
Properties=species:S:1:pos:R:3:forces:R:3:lowdin_charge:R:1 method="wB97M-V/def2-TZVPD" spin_multiplicity=1 smiles="CO[C@H](CNC(=O)N(C)Cc1cn2c(n1)CCCC2)C(C)(C)C" lumo_energy_ev=0.72
C 1.88413 -1.41221 1.87133 -0.001 0.002 -0.002 -0.091
O 1.69955 -0.63020 0.70762 -0.002 -0.002 -0.001 -0.194
C 0.49474 0.13907 0.68705 -0.002 -0.004 -0.001 -0.302
C -0.39105 -0.39955 -0.42434 0.010 0.014 -0.004 -0.112
N -0.60784 -1.82059 -0.23548 -0.002 0.000 0.011 0.103
C -1.66943 -2.41156 -0.87497 0.009 -0.024 0.094 -0.531
O -2.65717 -1.77216 -1.21233 -0.004 -0.004 0.005 0.043
N -1.59776 -3.78150 -1.04241 -0.033 0.013 -0.220 -0.093
C -2.80883 -4.43437 -1.50557 0.008 0.004 0.001 -0.061
C -0.35833 -4.52839 -1.30253 0.040 0.016 0.199 -0.101
C 0.78098 -3.72053 -1.83931 -0.038 -0.022 -0.095 -0.294
C 0.87929 -3.05544 -3.02571 0.004 0.004 0.004 -0.002
N 2.06705 -2.36403 -2.96546 -0.002 0.003 0.000 -0.020
C 2.63617 -2.64578 -1.76649 0.008 -0.016 -0.008 -0.297
N 1.88617 -3.46389 -1.06216 -0.004 0.020 0.008 0.152
C 3.92368 -2.02208 -1.34148 -0.001 0.000 -0.003 -0.105
C 4.67482 -1.44079 -2.53851 -0.001 0.000 0.004 -0.182
C 3.72083 -0.63093 -3.41268 0.005 -0.002 -0.006 -0.170
C 2.65086 -1.53266 -4.00916 -0.005 0.003 0.005 -0.126
C 0.84550 1.63325 0.56070 -0.002 0.002 -0.002 -0.552
C 1.64127 2.04215 1.80236 -0.002 -0.001 0.001 -0.048
C -0.43809 2.46317 0.49483 0.001 0.001 -0.001 -0.047
C 1.70103 1.89860 -0.68053 -0.005 -0.002 0.002 -0.044
H 2.77089 -2.02318 1.71056 0.001 0.001 0.000 0.086
H 2.03194 -0.78207 2.75512 -0.001 -0.001 0.001 0.085
H 1.03256 -2.07530 2.04944 0.000 0.000 0.001 0.090
H -0.03385 -0.00450 1.63838 0.000 0.000 0.000 0.156
H -1.36229 0.08847 -0.41732 -0.001 -0.002 0.000 0.120
H 0.07657 -0.20625 -1.39866 0.002 -0.001 0.000 0.128
H 0.23920 -2.35860 -0.12980 0.013 -0.003 0.000 0.091
H -3.67397 -3.89225 -1.13843 -0.001 -0.004 0.001 0.084
H -2.86608 -4.46907 -2.59951 -0.003 0.004 0.000 0.092
H -2.83323 -5.45559 -1.12251 0.000 0.002 0.001 0.086
H -0.00608 -5.02774 -0.39526 0.003 -0.002 0.001 0.123
H -0.61914 -5.31092 -2.01736 0.002 0.004 0.000 0.118
H 0.22019 -2.98643 -3.87464 -0.001 -0.003 0.000 0.130
H 3.68639 -1.22809 -0.62691 0.002 -0.001 -0.001 0.103
H 4.52003 -2.76639 -0.81358 -0.001 0.000 0.001 0.121
H 5.49774 -0.81489 -2.19222 0.000 -0.001 0.000 0.111
H 5.11400 -2.24751 -3.13383 0.000 0.000 -0.001 0.117
H 3.24583 0.14847 -2.80994 -0.002 0.001 0.002 0.105
H 4.25509 -0.13669 -4.22511 -0.002 0.002 0.001 0.115
H 3.08424 -2.17776 -4.77845 0.002 0.000 0.001 0.128
H 1.85337 -0.94915 -4.47020 0.001 -0.001 -0.001 0.126
H 2.56340 1.46502 1.88174 0.001 0.000 0.000 0.082
H 1.90674 3.10008 1.75148 0.000 0.000 0.000 0.085
H 1.05558 1.88657 2.71195 0.001 -0.001 0.001 0.090
H -0.98545 2.29582 -0.43350 0.001 -0.001 0.000 0.083
H -1.10411 2.22756 1.32871 0.001 0.000 0.001 0.093
H -0.19674 3.52659 0.55034 -0.001 0.000 0.000 0.086
H 1.15709 1.68868 -1.60317 0.000 0.001 -0.001 0.078
H 2.00053 2.94864 -0.70660 0.002 -0.001 0.001 0.088
H 2.60403 1.28646 -0.66098 0.001 -0.001 -0.001 0.074

93
Properties=species:S:1:pos:R:3:forces:R:3:lowdin_charge:R:1 method="wB97M-V/def2-TZVPD" spin_multiplicity=1 lumo_energy_ev=-2.18
C 3.74311 -3.56866 -1.27349 -0.240 0.432 0.224 -0.198
Si 4.43282 -1.77234 -1.04991 0.996 -1.250 -0.433 0.548
C 5.35710 -1.33451 -2.69034 0.141 0.871 -0.515 -0.179
C 5.77144 -1.79196 0.32843 0.348 0.842 -0.010 -0.203
C 3.02133 -0.47938 -0.75561 -1.383 0.049 -0.978 -0.360
C 3.85216 0.86229 -0.46544 -0.530 0.066 0.707 -0.151
C 2.96124 2.17440 -0.21644 0.877 1.226 1.365 -0.102
C 3.28732 3.39575 -1.17751 0.671 0.431 0.173 -0.094
F 2.32901 4.47480 -1.20631 0.968 -3.031 -1.084 -0.008
C 4.44848 3.55951 -1.99663 -1.403 -0.235 -0.114 -0.122
F 4.31632 3.36452 -3.39905 1.228 2.125 3.368 0.053
F 5.73343 3.87847 -1.45304 -2.666 -2.244 -1.973 0.032
C 1.86919 -0.89474 0.27656 2.130 -2.324 3.125 -0.102
N 0.56232 -1.29973 -0.36234 1.461 1.455 -3.532 0.104
C 0.69642 -1.18668 -1.69190 1.233 0.745 1.101 0.106
C 2.15628 -0.61942 -2.10445 -2.214 -0.539 -0.638 -0.143
C 1.74753 0.68584 -2.94017 -1.273 3.807 -1.714 -0.517
O 2.33546 0.86008 -4.05784 -1.415 -1.355 3.219 -0.021
O 0.76886 1.52932 -2.46799 3.584 -4.211 -0.540 -0.115
H 3.63966 -4.08955 -0.25196 0.080 0.688 -1.767 0.032
H 2.71388 -3.48184 -1.78981 1.584 -0.610 0.747 0.043
H 4.49368 -4.13253 -1.93874 -1.346 0.674 1.033 0.060
H 5.89705 -0.32961 -2.56102 -0.680 -1.382 -0.290 0.046
H 4.64798 -1.20322 -3.58075 1.007 -0.174 1.182 0.049
H 6.15336 -2.10035 -2.97641 -1.124 0.872 0.523 0.050
H 6.60321 -2.50855 -0.00908 -1.261 0.905 0.763 0.053
H 5.33839 -2.04200 1.35488 0.827 0.179 -1.316 0.042
H 6.23243 -0.73065 0.36269 -0.589 -1.730 0.129 0.044
H 4.63962 0.95938 -1.28407 -1.183 0.172 0.936 0.107
H 4.43819 0.67027 0.51329 -0.909 0.217 -1.591 0.116
H 1.85129 1.87366 -0.20936 1.682 0.975 -0.590 0.096
H 3.17565 2.54061 0.86229 -0.429 -0.700 -1.471 0.126
H 2.25273 -1.91512 0.67811 -0.713 1.437 -0.260 0.119
H 1.80277 -0.29177 1.25286 -0.486 -0.378 -1.851 0.151
H -0.28063 -1.60721 0.14484 0.688 0.360 -0.406 0.175
H -0.08639 -1.41341 -2.50099 1.044 0.279 1.688 0.184
H 2.56650 -1.37919 -2.87389 -0.538 1.325 1.183 0.133
C -1.82013 3.25939 -6.06805 -0.289 0.546 -0.310 0.066
C -0.68405 2.85438 -5.49093 -0.403 -1.691 0.504 -0.211
C 0.49876 3.75672 -5.38756 0.833 0.406 0.182 -0.297
O 1.50959 3.36228 -4.84069 -0.536 0.277 -0.335 0.127
C 0.38905 5.10209 -5.96609 0.030 -0.125 0.069 0.079
C -0.74450 5.50287 -6.54431 0.519 1.068 -0.244 -0.230
C -1.93531 4.61002 -6.62279 -0.496 -0.771 0.118 -0.326
O -2.96194 5.01914 -7.14397 0.298 0.313 -0.032 0.086
O -0.86052 6.74837 -7.08807 -0.493 -1.028 0.239 0.079
O -0.56155 1.60623 -4.97551 0.361 1.503 -0.739 0.085
H -2.68607 2.61595 -6.14777 0.034 0.026 0.017 0.130
H 1.25929 5.74136 -5.90109 -0.026 -0.019 0.010 0.135
H -1.77090 6.79334 -7.43963 0.129 -0.003 0.058 0.110
H 0.35151 1.56071 -4.61321 0.016 -0.048 0.286 0.066
C -3.81361 1.15223 0.21461 0.277 0.034 -0.193 0.078
C -4.15293 1.09772 1.50510 -1.340 -0.571 -0.134 -0.218
C -3.21863 1.55818 2.57434 0.630 0.286 0.340 -0.301
O -3.56672 1.51168 3.74421 -0.102 -0.183 -0.373 0.090
C -1.89817 2.04977 2.16831 -0.351 -0.170 0.399 0.075
C -1.55850 2.10080 0.87710 1.557 0.662 0.160 -0.219
C -2.50152 1.66718 -0.19088 -0.632 -0.208 -0.575 -0.320
O -2.15915 1.74728 -1.35340 0.126 0.041 0.260 0.131
O -0.33574 2.55081 0.48373 -1.515 -0.643 -0.170 0.080
O -5.36549 0.62082 1.89607 1.384 0.391 0.178 0.092
H -4.48158 0.82416 -0.57072 0.003 0.044 0.030 0.138
H -1.22352 2.36353 2.95376 -0.025 0.027 -0.022 0.136
H -0.33467 2.48979 -0.49782 0.256 -0.006 -0.131 0.096
H -5.36991 0.68799 2.87091 -0.201 0.151 -0.140 0.094
C 1.36663 -6.05150 1.23332 0.226 -0.028 -0.333 0.073
C 0.86885 -6.67899 2.30098 -0.683 1.143 0.564 -0.220
C 1.13009 -8.12713 2.54312 0.222 -0.871 0.010 -0.311
O 0.67500 -8.66213 3.53837 -0.067 0.470 -0.129 0.118
C 1.93182 -8.85568 1.55474 -0.207 0.046 0.327 0.081
C 2.42671 -8.22845 0.48511 0.625 -1.115 -0.512 -0.219
C 2.18824 -6.77475 0.25771 -0.173 0.677 -0.072 -0.304
O 2.67078 -6.22979 -0.72067 -0.136 -0.642 0.146 0.085
O 3.17011 -8.89196 -0.44160 -0.608 1.140 0.521 0.100
O 0.10279 -6.02162 3.21334 0.646 -1.086 -0.521 0.095
H 1.18639 -5.00103 1.04728 0.007 -0.035 0.016 0.126
H 2.09926 -9.90942 1.73268 -0.001 0.036 -0.006 0.139
H 3.40918 -8.22176 -1.11140 0.013 -0.148 0.050 0.117
H -0.13112 -6.69086 3.88654 0.002 0.120 -0.041 0.119
C -7.99770 1.89198 5.56016 0.283 0.072 -0.305 0.080
C -8.33737 1.83514 6.84973 -1.278 -0.545 -0.197 -0.221
C -7.40505 2.29174 7.91999 0.672 0.293 0.496 -0.314
O -7.75686 2.24255 9.08603 -0.263 -0.148 -0.346 0.111
C -6.08394 2.78304 7.51718 -0.342 -0.126 0.287 0.078
C -5.74189 2.83693 6.22731 1.436 0.588 0.152 -0.214
C -6.68547 2.40577 5.15574 -0.596 -0.244 -0.355 -0.299
O -6.34832 2.48546 3.98650 0.126 0.102 0.300 0.099
O -4.51794 3.28837 5.84182 -1.481 -0.387 -0.133 0.094
O -9.55048 1.35855 7.24057 1.234 0.527 0.217 0.096
H -8.66589 1.56603 4.77409 0.012 0.025 0.030 0.138
H -5.41063 3.09452 8.30431 -0.020 -0.001 -0.035 0.137
H -4.51288 3.23095 4.86614 0.191 -0.128 0.142 0.093
H -9.55256 1.42274 8.21578 -0.051 -0.015 -0.120 0.117

14
Properties=species:S:1:pos:R:3:forces:R:3:lowdin_charge:R:1 method="wB97M-V/def2-TZVPD" spin_multiplicity=3 lumo_energy_ev="3.78 / 3.72" total_charge=-1
C 0.82837 -0.08791 -0.17457 0.883 -1.158 -1.697 -0.214
C -0.18182 -0.61902 -1.34233 1.641 3.491 0.679 -0.331
C -0.41563 1.36888 1.32551 0.169 0.954 -2.382 -0.071
N 0.37663 0.18008 1.13522 -2.473 -4.097 2.194 -0.272
N -0.92423 -1.72748 -0.99097 -1.381 0.045 0.576 -0.271
O -0.43278 -2.79247 -1.51721 0.676 -1.409 -0.556 -0.317
O -0.00436 -0.95423 1.81844 0.982 3.392 -0.992 -0.080
H 1.36209 -1.00463 -0.22779 1.419 -0.541 1.123 0.088
H 1.47835 0.77181 -0.36335 0.000 -0.059 -1.049 0.101
H -0.72271 0.29832 -1.42448 -1.682 0.617 -0.731 0.050
H 0.46769 -0.66006 -2.24623 -0.172 -0.499 0.308 0.095
H -0.41885 1.95666 0.34634 -0.125 -0.833 1.138 0.105
H -1.42243 1.24881 1.63793 -0.958 -0.833 0.060 0.071
H 0.00967 2.02124 2.02349 1.021 0.927 1.330 0.047

17
Properties=species:S:1:pos:R:3:forces:R:3:lowdin_charge:R:1 method="wB97M-V/def2-TZVPD" spin_multiplicity=1 smiles="C=C(C)/C=C/CO" lumo_energy_ev=0.42
C 2.48328 1.09346 0.88456 0.364 -0.534 -0.788 -0.070
C 1.47128 0.65247 -0.14682 -0.032 1.380 -0.396 -0.364
C 1.74934 0.65311 -1.45384 -0.430 -0.594 0.710 0.054
C -2.15726 -0.61098 0.43264 -0.880 1.187 -0.358 -0.279
O -2.50412 -1.94543 0.07503 0.852 -0.072 -0.120 -0.068
C -0.93042 -0.10858 -0.25251 -0.185 0.529 -0.177 -0.093
C 0.10494 0.46358 0.37275 -0.477 0.325 -0.160 -0.078
H 3.48088 1.04989 0.44200 0.001 0.046 0.074 0.074
H 2.29245 2.13773 1.13271 -0.088 -0.097 0.366 0.086
H 2.48407 0.43864 1.75029 -0.123 0.192 0.317 0.075
H 2.76634 0.68803 -1.81379 -0.045 0.264 -0.199 0.063
H 0.90752 0.50822 -2.11790 0.355 -0.104 -0.442 0.055
H -2.06299 -0.47002 1.50775 0.025 -0.298 0.193 0.111
H -3.01000 -0.00670 0.09541 -0.022 0.011 0.192 0.117
H -1.70531 -2.33460 -0.31419 -0.336 -0.090 0.218 0.083
H -1.02035 -0.01006 -1.33380 0.537 -1.155 -0.171 0.115
H -0.13887 0.97839 1.30109 0.487 -0.990 0.738 0.119

34
Properties=species:S:1:pos:R:3:forces:R:3:lowdin_charge:R:1 method="wB97M-V/def2-TZVPD" spin_multiplicity=1 smiles=COc1cccc(N2CCNCC2)c1OC lumo_energy_ev=0.86
C 2.97768 -3.19561 0.92319 -0.870 0.459 1.175 -0.084
C 1.61167 -1.56886 -0.17074 1.610 -2.475 0.930 -0.151
C 1.54154 -2.49197 -1.25864 -1.773 3.099 0.130 -0.014
C 0.60194 -2.12005 -2.25054 1.226 -1.739 -0.121 -0.086
C -0.19140 -1.01489 -2.07482 -1.833 1.451 -1.471 -0.050
C -0.16864 -0.14855 -0.98315 -0.140 -0.449 -0.573 -0.138
C -2.47884 0.76823 -0.82585 -2.815 -0.698 -1.078 -0.206
C -2.89779 0.88836 0.63915 0.042 0.826 0.885 -0.199
C -1.52120 2.77995 0.70041 1.695 1.700 0.137 -0.242
C -0.85972 2.36292 -0.68306 0.151 0.686 0.212 -0.121
C 0.73575 -0.50431 0.01309 -0.299 1.503 -0.202 -0.171
C 1.73321 0.98371 1.70155 -2.093 -0.838 -0.353 0.004
H 2.14201 -3.93978 1.04361 0.554 0.830 -0.547 0.117
H 3.55184 -3.27196 1.83598 0.327 0.049 0.124 0.085
H 3.60736 -3.37955 0.08058 0.362 -0.495 -0.538 0.073
H 2.12768 -3.37125 -1.38753 0.402 -0.196 0.153 0.089
H 0.62508 -2.78639 -3.15569 -0.606 1.051 0.834 0.120
H -0.94313 -0.63289 -2.80283 0.780 -0.914 0.030 0.129
H -2.79432 -0.28623 -1.15703 0.279 1.711 -0.077 0.141
H -3.04197 1.65382 -1.40770 1.061 -2.150 0.670 0.151
H -3.85936 1.41521 0.74154 -0.053 -0.644 -0.071 0.113
H -2.86619 -0.08273 1.10493 -0.664 -0.475 0.135 0.107
H -1.10249 1.06448 1.48234 -0.611 0.356 0.366 0.084
H -0.82098 3.30827 1.33973 0.865 -0.005 -0.041 0.098
H -2.28647 3.56127 0.72217 -0.527 -0.306 -1.114 0.112
H -1.46584 2.93997 -1.40818 0.663 -0.275 -0.351 0.102
H 0.21831 2.62278 -0.79695 -0.802 -0.153 0.310 0.126
H 2.31692 0.20423 2.11195 1.391 -0.218 0.396 0.069
H 2.17507 1.63752 0.96994 0.504 0.121 -0.201 0.095
H 1.22561 1.53178 2.47928 0.297 0.467 0.341 0.092
N -1.09533 0.95027 -0.95427 1.565 0.151 -0.365 -0.125
N -1.93733 1.66776 1.42841 -0.087 -2.130 0.527 -0.080
O 2.53854 -1.82384 0.88274 -1.338 -0.334 -0.926 -0.115
O 0.60079 0.27832 1.11642 0.739 0.034 0.675 -0.127

no.,E_tot (a.u.),strongest force on any atom (eV/Å)
1,-1035.321180,0.22
2,-3390.078156,5.56
3,-378.295748,5.26
4,-309.778799,1.52
5,-727.927023,3.57